Record 1
ORCA calculation (wB97M-V/def2-TZVPD) on C23H44KO3 as an isolated structure in a non-equilibrium geometry.

Structure (XYZ):
```
71
Properties=species:S:1:pos:R:3:forces:R:3:lowdin_charge:R:1
C -0.1687 -1.1629 2.0959 -0.6 -0.3 -0.5 -0.114
C 1.2368 -1.4899 2.4993 0.4 0.0 0.4 -0.249
C 1.7712 -0.7021 3.6980 0.2 0.1 0.0 -0.209
C 1.3036 0.7432 3.8332 0.0 0.3 -0.3 -0.202
C 1.6949 1.7007 2.6782 -0.2 -0.2 0.6 -0.205
C 3.0533 1.4245 2.0920 0.1 0.2 -0.5 -0.213
C 3.4005 2.2180 0.8276 -0.6 -0.5 0.0 -0.191
C 2.3801 2.1424 -0.3373 0.6 0.2 0.1 -0.198
C 3.1513 2.1092 -1.6752 -0.3 0.1 0.6 -0.213
C 3.5847 0.6738 -1.9380 -0.2 0.0 0.0 -0.196
C 2.4591 -0.1680 -2.5975 0.5 0.3 0.3 -0.180
C 1.7754 -1.2020 -1.7090 0.3 0.1 0.1 -0.231
C 1.4582 -2.5238 -2.3955 0.3 -0.2 0.3 -0.212
C 0.8140 -3.5122 -1.4137 -0.4 0.4 -0.3 -0.177
C -0.7415 -3.5724 -1.4672 0.5 0.4 0.5 -0.178
C -1.4405 -2.3725 -2.1346 -0.4 -1.0 -0.2 -0.203
C -2.9495 -2.3710 -1.8502 0.1 0.0 0.1 -0.200
C -3.3337 -1.7461 -0.5188 -0.2 0.2 0.0 -0.193
C -2.9223 -0.2744 -0.3936 -0.3 -0.2 0.0 -0.189
C -4.0793 0.6992 -0.5811 0.5 0.8 0.5 -0.127
C -3.5537 2.1230 -0.7640 0.1 -1.2 -0.7 -0.238
C -4.5853 3.2451 -0.8307 1.2 0.1 -0.3 -0.023
O -4.3947 3.9273 0.4245 -0.4 0.0 0.3 0.118
C -3.2667 3.5398 0.9821 0.8 0.1 -1.2 -0.641
O -2.7845 3.9868 1.9905 0.0 2.9 -2.1 -0.092
O -2.6805 2.5031 0.3384 -1.0 0.7 0.1 0.077
H -0.4549 -1.8063 1.2622 -0.1 -0.1 -0.1 0.059
H -0.8781 -1.3638 2.9038 0.0 0.1 0.0 0.086
H -0.2862 -0.1438 1.7366 0.0 0.2 0.1 0.053
H 1.2550 -2.5440 2.7652 0.2 -0.2 -0.1 0.112
H 1.9136 -1.3719 1.6569 0.0 0.0 -0.3 0.088
H 1.5434 -1.2602 4.6033 -0.2 0.1 0.2 0.111
H 2.8570 -0.6885 3.6350 0.2 -0.1 0.1 0.104
H 0.2186 0.7719 3.9332 -0.3 -0.1 0.1 0.082
H 1.6850 1.1614 4.7620 0.2 -0.1 0.2 0.109
H 1.7161 2.7081 3.0928 -0.2 0.2 -0.1 0.114
H 0.9204 1.6968 1.9157 0.0 -0.1 -0.3 0.085
H 3.8002 1.6388 2.8551 0.2 -0.1 0.1 0.124
H 3.1533 0.3748 1.8298 0.0 -0.2 0.0 0.092
H 4.3232 1.7710 0.4648 0.3 0.3 0.0 0.103
H 3.5600 3.2631 1.0757 0.3 0.2 0.0 0.114
H 1.7860 1.2307 -0.2830 -0.2 -0.1 0.2 0.091
H 1.7114 2.9982 -0.2840 -0.2 0.0 0.0 0.104
H 4.0035 2.7769 -1.5695 0.1 0.1 -0.2 0.108
H 2.5286 2.4789 -2.4853 0.0 0.1 -0.2 0.102
H 3.8427 0.2571 -0.9643 0.1 -0.3 0.0 0.095
H 4.5002 0.6427 -2.5222 0.0 0.0 -0.2 0.108
H 1.7086 0.5420 -2.9330 -0.1 0.0 -0.5 0.103
H 2.8982 -0.6686 -3.4559 -0.2 -0.1 -0.3 0.108
H 0.8946 -0.7655 -1.2367 -0.2 0.0 0.0 0.090
H 2.4450 -1.4428 -0.8823 0.1 -0.1 0.2 0.103
H 0.8664 -2.4007 -3.2979 -0.1 0.1 -0.1 0.106
H 2.4144 -2.9326 -2.7168 0.1 -0.1 -0.2 0.114
H 1.2487 -4.4958 -1.5568 -0.2 -0.3 -0.1 0.105
H 1.1221 -3.2016 -0.4169 0.0 0.0 0.2 0.088
H -1.0845 -3.6332 -0.4335 -0.2 -0.1 0.1 0.092
H -1.0607 -4.4976 -1.9390 -0.1 0.0 -0.2 0.110
H -0.9852 -1.4326 -1.8442 0.1 0.1 0.0 0.078
H -1.3256 -2.4857 -3.2100 0.2 0.2 -0.2 0.111
H -3.5079 -1.8737 -2.6432 0.1 0.1 -0.2 0.111
H -3.3034 -3.3998 -1.8400 -0.1 -0.2 -0.1 0.115
H -2.9300 -2.3449 0.2936 0.2 0.0 0.1 0.102
H -4.4162 -1.8021 -0.3999 -0.1 -0.1 0.0 0.111
H -2.1470 -0.0178 -1.1116 0.2 -0.1 -0.1 0.109
H -2.4945 -0.1113 0.5838 0.3 0.2 0.4 0.089
H -4.6494 0.4728 -1.4788 -0.3 -0.1 0.0 0.138
H -4.7228 0.6979 0.3026 -0.4 -0.2 -0.1 0.132
H -2.9416 2.0779 -1.6607 0.2 0.4 0.0 0.163
H -5.5968 2.9010 -0.9829 -0.3 0.1 0.3 0.145
H -4.2892 3.9530 -1.5970 -0.3 0.1 -0.2 0.145
K -3.0244 2.3309 3.2194 -0.1 -3.4 3.2 1.068
```
Forces are in eV/Å.

Output
LUMO in Eh: -0.1237
Kohn-Sham gap in eV: 9.1
Energy in hartree: -1728.220423
Net charge: +1


Record 2
ORCA calculation (wB97M-V/def2-TZVPD) on C23H44MnNP3Se as an isolated structure in a non-equilibrium geometry.

Structure (XYZ):
```
73
Properties=species:S:1:pos:R:3:forces:R:3:lowdin_spin:R:1
Mn -2.5415 2.5022 -1.5635 -0.7 -0.3 -0.8 4.153
P -1.3980 -2.6471 0.8254 -0.5 -0.5 -0.2 0.000
P 1.5381 -0.6292 2.0868 -0.1 -0.1 1.4 0.000
P 1.9979 -1.4129 -2.1436 -0.2 0.8 0.4 0.000
H -3.6829 0.9323 -3.5156 0.4 0.0 0.4 0.000
C -2.7259 1.0052 -2.9809 -0.3 -0.3 0.7 -0.128
C -2.5504 0.4396 -1.6530 0.1 0.1 -1.2 -0.141
H -3.3608 -0.0250 -1.0712 0.1 0.2 -0.7 -0.001
C -2.7450 -1.6978 1.5465 -0.1 0.4 0.1 0.000
C -0.8834 -3.8451 2.0828 0.8 0.1 0.3 0.000
C -2.0927 -3.6976 -0.4817 -0.1 0.1 -0.2 0.000
C 2.7550 0.7486 2.2393 -0.1 -0.2 -0.1 0.000
C 0.6431 -0.4321 3.6936 0.3 -0.1 0.1 0.000
C 2.6161 -2.0807 2.3921 0.0 0.1 0.2 0.000
C 1.2732 -1.2668 -3.7714 -0.1 -0.1 -0.5 0.000
C 1.4302 -2.9406 -1.4252 0.1 -0.8 0.1 0.000
C 3.7837 -1.3897 -2.2027 0.4 -0.4 -0.2 0.000
H -1.8567 1.2071 -3.6228 -0.3 -0.5 0.2 -0.002
H -1.5497 0.1124 -1.3326 -0.3 0.2 -0.1 -0.005
H -3.3763 -1.2829 0.7515 0.1 -0.2 0.2 0.000
H -2.3517 -0.8675 2.1458 0.0 -0.2 -0.1 0.000
H -3.3478 -2.3531 2.1939 0.2 0.2 -0.3 0.000
H -0.4334 -3.3651 2.9609 -0.1 -0.1 -0.2 0.000
H -0.1678 -4.5689 1.6674 -0.1 0.2 0.1 0.000
H -1.7657 -4.4146 2.4228 0.1 0.4 -0.3 0.000
H -3.0185 -3.2342 -0.8513 0.3 -0.2 0.0 0.000
H -2.3191 -4.6933 -0.0621 0.0 0.5 -0.2 0.000
H -1.3888 -3.8226 -1.3158 -0.4 0.0 0.3 0.000
H 3.3801 0.5584 3.1298 -0.2 0.3 -0.4 0.000
H 2.2205 1.7076 2.3445 0.3 -0.3 0.0 0.000
H 3.3775 0.7897 1.3313 -0.1 0.0 0.5 0.000
H 1.3808 -0.4556 4.5166 -0.5 0.0 -0.2 0.000
H -0.0886 -1.2469 3.8205 0.3 0.3 0.1 0.000
H 0.1019 0.5297 3.7003 0.2 -0.4 0.0 0.000
H 3.2493 -1.8824 3.2682 -0.1 -0.3 -0.2 0.000
H 3.2445 -2.2516 1.5098 0.0 0.0 0.2 0.000
H 2.0026 -2.9742 2.5680 0.2 0.2 0.0 0.000
H 1.6872 -2.0902 -4.3704 -0.1 0.1 0.1 0.000
H 1.4994 -0.3265 -4.2855 0.1 -0.3 0.3 0.000
H 0.1829 -1.3736 -3.7241 0.2 0.0 0.1 0.000
H 1.9926 -3.7585 -1.8932 -0.2 0.0 0.2 0.000
H 0.3569 -3.0731 -1.6168 0.5 0.1 -0.1 0.000
H 1.5931 -2.9626 -0.3394 0.2 0.0 -0.3 0.000
H 4.0700 -2.2566 -2.8146 0.2 0.2 0.1 0.000
H 4.2140 -1.4903 -1.1981 -0.2 0.0 -0.2 0.000
H 4.1932 -0.4859 -2.6679 -0.2 -0.3 0.1 0.000
C 1.2343 1.6021 -2.1306 0.3 -0.8 0.5 0.005
C 0.1347 2.4413 -2.2499 -0.5 0.4 0.0 0.030
C -0.0026 3.2601 -3.3855 0.5 -0.1 -0.2 0.008
C 0.9485 3.1945 -4.4231 0.0 0.0 0.0 0.001
C 2.0838 2.3834 -4.2808 -0.1 0.4 0.7 0.002
C 2.2556 1.6700 -3.0807 0.0 -0.2 -0.3 0.001
Se 1.2949 0.0651 -0.6213 -0.1 2.5 -2.8 0.001
H -0.4110 -1.7198 0.2572 -0.8 -1.0 0.8 0.000
H -0.6327 2.5051 -1.4321 1.6 -0.3 -0.9 0.013
H -0.8516 3.9532 -3.4687 0.4 -0.3 0.0 0.002
H 0.8473 3.7896 -5.3418 -0.1 -0.3 0.6 0.000
H 2.8589 2.3521 -5.0610 -0.4 0.1 0.5 0.000
H 3.1811 1.1157 -2.9205 -0.3 0.2 -0.1 0.000
C -1.7601 3.3510 4.4864 -0.1 -0.2 0.5 0.001
C -1.6956 2.8937 3.0713 0.1 0.3 0.1 0.003
C -0.6389 3.3171 2.2687 0.2 0.0 -0.6 0.001
C -0.7033 3.1094 0.9003 -0.7 -0.1 0.2 0.008
N -1.8051 2.5499 0.3240 0.6 -0.2 1.3 0.027
C -2.7449 1.9799 1.1194 0.6 0.6 0.2 0.014
C -2.6995 2.1200 2.4921 -0.3 -0.1 -0.1 0.002
H -0.8377 3.1237 5.0429 -0.3 0.1 -0.2 0.000
H -1.8885 4.4453 4.5058 0.0 -0.3 0.0 0.000
H -2.6166 2.8923 4.9907 0.2 0.2 0.1 0.000
H 0.1992 3.8547 2.7130 -0.2 -0.1 -0.2 0.000
H 0.1128 3.3976 0.2334 -0.4 0.2 0.2 0.000
H -3.5283 1.4373 0.5888 0.0 0.2 0.4 0.005
H -3.4742 1.6773 3.1072 0.0 0.1 0.0 0.000
```
Forces are in eV/Å.

Output
Energy above the lowest of the compared OMol25 structures with the same formula, charge and spin in kJ/mol: 0.0
LUMO (alpha / beta) in Eh: -0.3048 / -0.3065
Kohn-Sham gap (alpha / beta) in eV: 7.6 / 7.5
Energy in hartree: -5533.009741
Net charge: +3
2S+1: 5


Record 3
ORCA calculation (wB97M-V/def2-TZVPD) on a 4-piece molecular cluster, C23H44N2O9 overall in a non-equilibrium geometry.

Structure (XYZ):
```
78
Properties=species:S:1:pos:R:3:forces:R:3:lowdin_charge:R:1
C -3.3305 -3.3217 3.4872 -1.0 0.0 0.5 -0.131
O -2.6659 -3.3068 2.2060 0.6 -1.2 1.4 -0.239
C -1.3263 -3.8895 2.3116 0.3 1.5 -1.0 -0.200
C -0.3097 -2.6117 2.2903 -0.3 -2.0 -0.1 -0.143
C 0.0377 -2.3565 0.7485 -1.2 -0.6 0.0 -0.165
N 0.4744 -0.9695 0.4028 0.4 0.2 -0.7 -0.090
C 1.0210 -0.2098 1.5576 0.0 2.1 0.0 -0.163
C 1.7150 1.1828 1.0909 -0.7 -0.8 0.2 -0.213
O 2.3087 1.8464 2.2374 -0.4 -1.0 0.0 -0.110
C -0.5392 -0.2202 -0.3440 -2.6 0.7 2.9 -0.340
O -1.6267 0.0579 0.2111 3.7 -0.8 -2.6 0.119
O -0.2893 0.1462 -1.7008 -1.0 -2.1 1.7 0.002
N 0.2756 1.3960 -1.7970 0.5 2.9 -1.6 -0.003
C -0.8209 2.3527 -2.1956 -1.6 2.4 -2.9 -0.294
C -1.9330 2.8853 -1.1873 0.0 -1.1 0.4 0.002
O -0.8725 2.7693 -3.3869 0.7 -1.6 4.3 0.064
C 1.1848 1.4048 -2.9984 0.4 -2.6 -3.6 -0.340
C 2.2536 2.5421 -3.2882 -0.3 0.5 0.1 0.002
O 1.0787 0.4886 -3.8475 0.5 2.9 3.4 0.068
H -3.1944 -4.3344 3.9947 -0.2 1.4 -0.6 0.075
H -4.4572 -3.1710 3.3095 1.7 -0.2 0.1 0.104
H -3.0038 -2.4771 4.1925 -0.1 -1.1 -1.0 0.093
H -1.1993 -4.5398 3.2354 -0.3 0.8 -1.2 0.119
H -1.1463 -4.4720 1.3316 -0.3 0.5 1.7 0.127
H -0.8802 -1.7702 2.8003 1.0 -1.0 -0.7 0.116
H 0.6188 -2.9603 2.8622 -1.1 1.0 -0.7 0.113
H -0.9311 -2.5790 0.1619 1.5 0.4 0.9 0.136
H 0.8051 -3.1270 0.3809 -0.9 1.2 0.7 0.132
H 0.1356 0.1186 2.2226 1.5 -0.6 -0.5 0.133
H 1.8213 -0.7802 2.1492 -1.4 0.4 -1.0 0.141
H 0.8731 1.8644 0.6989 1.5 -1.0 0.3 0.113
H 2.5257 0.9903 0.3052 -1.3 0.3 0.9 0.124
H 2.3121 1.2407 3.0133 -0.1 0.6 -0.9 0.083
H -2.7498 2.0701 -1.1575 1.2 1.2 -0.1 0.098
H -1.5517 2.9623 -0.1079 -0.4 -0.1 -1.7 0.089
H -2.4065 3.8746 -1.5403 1.2 -1.6 0.3 0.081
H 2.3337 2.6718 -4.4276 -0.4 -0.4 1.8 0.103
H 1.9746 3.5633 -2.8526 0.4 -1.6 -0.4 0.089
H 3.2927 2.2416 -2.9264 -1.5 0.2 -0.1 0.076
C -2.0773 8.2857 -2.8208 0.1 0.1 -0.4 -0.178
C -3.2939 8.4271 -1.9332 -0.1 0.3 0.3 -0.180
C -3.6936 6.9813 -1.7134 -0.2 -0.3 -0.1 -0.202
O -2.4883 6.2049 -1.7649 -0.1 0.4 -0.1 -0.164
C -1.4296 7.0307 -2.2698 0.3 -0.2 0.2 -0.200
H -1.4140 9.1518 -2.7987 0.0 -0.1 0.0 0.114
H -2.3908 8.1206 -3.8568 0.1 0.0 0.1 0.117
H -3.0068 8.8844 -0.9807 -0.1 0.0 -0.1 0.116
H -4.0920 9.0275 -2.3729 0.0 -0.1 0.0 0.114
H -4.3554 6.6260 -2.5104 -0.1 0.1 0.0 0.119
H -4.1901 6.8249 -0.7530 0.1 -0.1 0.0 0.118
H -0.7594 7.2639 -1.4352 0.1 0.0 -0.1 0.119
H -0.8651 6.4822 -3.0270 -0.1 -0.1 0.1 0.119
C -3.6203 -8.8164 3.1776 -0.2 -0.3 0.3 -0.178
C -3.7250 -8.4091 1.7244 0.2 -0.1 -0.4 -0.177
C -4.1510 -6.9580 1.8335 -0.2 0.3 0.0 -0.194
O -3.5875 -6.4509 3.0511 0.0 -0.4 0.0 -0.170
C -3.0857 -7.5520 3.8210 0.2 0.2 0.1 -0.204
H -2.9796 -9.6835 3.3462 0.0 0.1 0.0 0.114
H -4.6160 -9.0443 3.5719 0.1 0.0 0.0 0.116
H -2.7408 -8.4750 1.2490 -0.1 0.0 0.0 0.116
H -4.4241 -9.0160 1.1467 0.0 0.1 0.0 0.115
H -5.2400 -6.8674 1.9047 0.0 0.0 -0.1 0.120
H -3.8059 -6.3549 0.9907 0.0 0.1 0.1 0.120
H -1.9912 -7.5183 3.7802 0.0 -0.1 0.1 0.117
H -3.3988 -7.4457 4.8621 0.0 0.1 -0.1 0.119
C 7.3418 0.2249 -0.8232 0.0 -0.4 0.1 -0.179
C 7.7679 0.8794 -2.1189 0.4 0.3 -0.1 -0.180
C 6.4388 1.3160 -2.7033 -0.3 -0.1 -0.2 -0.209
O 5.5703 1.5948 -1.5961 0.3 -0.1 0.0 -0.157
C 6.1795 1.0995 -0.3959 -0.1 0.3 0.2 -0.204
H 8.1343 0.1746 -0.0747 -0.1 0.0 0.0 0.114
H 6.9909 -0.7935 -1.0197 0.0 0.1 0.1 0.117
H 8.3883 1.7560 -1.9052 0.0 -0.1 -0.1 0.116
H 8.3284 0.2186 -2.7821 -0.1 0.1 0.0 0.114
H 5.9821 0.5152 -3.2945 0.1 0.0 -0.1 0.119
H 6.5288 2.2050 -3.3320 -0.1 0.0 0.1 0.118
H 6.5243 1.9616 0.1852 0.0 -0.1 0.1 0.119
H 5.4390 0.5554 0.1947 -0.1 0.1 -0.1 0.113
```
Forces are in eV/Å.

Output
SMILES: COCCCN(CCO)C(=O)ON(C(C)=O)C(C)=O.C1CCOC1.C1CCOC1.C1CCOC1
Energy above the lowest of the compared OMol25 structures with the same formula, charge and spin in kJ/mol: 670.2
LUMO in Eh: 0.0197
Kohn-Sham gap in eV: 9.6
Energy in hartree: -1689.177450